Computed, not measured: a cluster of 14 separate species, C18H64BO17 in total, with wB97M-V/def2-TZVPD.

The geometry in XYZ format:
```
100
Properties=species:S:1:pos:R:3:lowdin_charge:R:1
C 1.560 -2.662 0.747 -0.10
C 3.101 -2.602 0.775 -0.24
C 3.651 -1.348 1.455 -0.22
C 3.295 -0.050 0.705 -0.20
C 4.393 0.499 -0.229 -0.19
C 4.119 0.375 -1.740 -0.20
C 2.750 0.881 -2.201 -0.21
C 2.604 2.408 -2.230 -0.19
C 2.390 3.033 -0.841 -0.20
C 1.483 4.264 -0.836 -0.22
C 0.881 4.544 0.544 -0.22
C -0.009 3.427 1.112 -0.27
C -1.134 2.917 0.214 -0.12
B -1.967 1.693 0.897 -0.61
O -2.068 0.501 -0.065 -0.07
C -3.383 0.601 -0.518 -0.19
C -4.098 0.907 0.775 -0.41
O -5.512 1.092 0.668 -0.06
C -6.222 -0.070 1.010 -0.18
C -5.956 -1.333 0.193 -0.39
C -7.194 -2.228 0.175 -0.05
O -4.821 -2.070 0.675 -0.06
O -3.437 2.039 1.213 -0.01
H 1.193 -3.426 1.429 0.03
H 1.175 -2.864 -0.253 0.08
H 1.118 -1.715 1.066 0.07
H 3.492 -2.665 -0.245 0.10
H 3.475 -3.483 1.307 0.09
H 3.262 -1.278 2.473 0.08
H 4.740 -1.442 1.529 0.10
H 3.076 0.717 1.454 0.10
H 2.368 -0.207 0.160 0.08
H 4.572 1.550 0.004 0.09
H 5.332 -0.023 -0.016 0.10
H 4.285 -0.652 -2.075 0.10
H 4.878 0.972 -2.255 0.08
H 2.587 0.513 -3.220 0.10
H 1.943 0.463 -1.598 0.10
H 3.489 2.844 -2.706 0.11
H 1.746 2.638 -2.868 0.10
H 3.367 3.337 -0.452 0.11
H 1.984 2.283 -0.162 0.09
H 0.689 4.111 -1.573 0.10
H 2.045 5.144 -1.158 0.08
H 1.713 4.679 1.249 0.10
H 0.330 5.490 0.513 0.10
H 0.618 2.595 1.439 0.08
H -0.463 3.824 2.029 0.10
H -0.690 2.519 -0.708 0.09
H -1.768 3.761 -0.091 0.10
H -1.440 1.278 1.951 0.10
H -3.507 1.537 -1.093 0.13
H -3.739 -0.234 -1.125 0.12
H -3.900 0.124 1.529 0.13
H -7.283 0.171 0.909 0.13
H -6.053 -0.298 2.078 0.14
H -5.711 -1.077 -0.839 0.12
H -7.898 -1.860 -0.573 0.08
H -7.678 -2.281 1.152 0.08
H -6.887 -3.223 -0.146 0.08
H -4.684 -1.853 1.605 0.08
O -5.771 1.219 -2.426 -0.05
H -5.671 1.499 -1.502 0.03
H -6.088 1.998 -2.892 0.05
O -2.056 -2.936 0.229 -0.05
H -2.991 -2.672 0.253 0.03
H -1.661 -2.459 0.974 0.03
O 7.324 1.058 -3.325 -0.06
H 7.964 1.297 -2.647 0.04
H 7.502 1.682 -4.035 0.01
O 4.148 6.441 -1.654 -0.05
H 4.820 6.793 -1.063 0.03
H 4.085 7.082 -2.368 0.03
O 0.316 -4.768 3.156 -0.05
H -0.457 -5.101 2.689 0.01
H -0.014 -4.031 3.681 0.04
O -1.238 -5.529 0.171 -0.07
H -1.694 -6.000 0.878 0.05
H -1.474 -4.582 0.307 0.02
O -3.448 -7.086 -0.843 -0.08
H -2.682 -6.498 -0.740 -0.01
H -3.795 -6.880 -1.714 0.03
O -6.533 -1.586 -3.394 -0.06
H -6.373 -0.659 -3.169 -0.01
H -7.163 -1.559 -4.119 0.03
O -2.192 -1.267 2.874 -0.05
H -2.671 -1.720 3.575 0.04
H -2.359 -0.321 3.000 0.03
O 1.628 -6.336 -0.171 -0.07
H 0.678 -6.153 -0.182 -0.01
H 1.967 -5.752 0.513 0.01
O 2.344 -0.614 4.579 -0.06
H 2.788 -0.754 5.421 0.03
H 2.648 0.249 4.277 0.03
O 1.441 3.458 4.157 -0.06
H 0.786 2.758 4.256 0.04
H 1.070 4.211 4.626 0.03
O 9.666 2.245 -5.160 -0.05
H 9.340 2.993 -5.671 0.04
H 9.612 1.494 -5.760 0.04
```

Results
* gap between HOMO and LUMO: 6.52 eV
* spin multiplicity: 1
* max |F|: 0.78 eV Å⁻¹
* net charge: -1

=====

Computed, not measured: a cluster of 14 separate species, C18H64N12O14 in total, with wB97M-V/def2-TZVPD.

The geometry in XYZ format:
```
108
Properties=species:S:1:pos:R:3:lowdin_charge:R:1
C -1.454 4.262 8.292 -0.07
C -0.757 5.329 9.037 -0.31
O -1.754 5.882 9.870 -0.12
H -2.130 4.577 7.490 0.08
H -1.986 3.525 8.932 0.09
H -0.667 3.710 7.761 0.06
H -0.449 6.131 8.371 0.09
H 0.117 5.052 9.625 0.11
H -2.351 5.166 10.104 0.09
C 4.221 11.293 8.176 -0.07
C 5.584 11.905 8.029 -0.28
O 6.445 11.229 8.910 -0.08
H 3.542 11.747 7.501 0.04
H 3.831 11.491 9.184 0.09
H 4.225 10.203 8.124 0.06
H 5.604 12.999 8.318 0.14
H 6.095 11.724 7.130 0.09
H 7.276 11.537 8.752 0.04
C 4.046 10.872 4.729 -0.09
C 4.402 9.453 4.474 -0.30
O 5.354 9.390 3.370 -0.09
H 3.097 10.978 5.303 0.06
H 3.785 11.498 3.829 0.10
H 4.714 11.434 5.333 0.03
H 3.541 8.761 4.272 0.12
H 4.739 8.950 5.361 0.08
H 6.239 9.237 3.751 0.08
C -1.908 7.840 6.175 -0.09
C -2.310 8.590 7.488 -0.27
O -1.667 9.841 7.334 -0.11
H -2.425 8.162 5.283 0.06
H -2.196 6.809 6.322 0.06
H -0.876 7.968 5.852 0.04
H -1.933 8.087 8.411 0.08
H -3.417 8.688 7.475 0.12
H -0.780 9.840 7.752 0.02
C 5.672 7.454 8.861 -0.57
O 4.728 7.706 7.907 -0.09
N 6.344 8.381 9.393 0.21
N 5.811 6.200 9.331 0.12
H 6.213 9.360 9.060 0.10
H 6.955 8.311 10.201 0.14
H 5.433 5.371 8.802 0.16
H 6.598 5.929 9.971 0.16
C 0.699 11.770 8.001 -0.66
O 1.217 12.349 6.867 -0.11
N 0.793 10.547 8.370 0.12
N -0.092 12.434 8.776 0.16
H 1.481 9.970 7.801 0.08
H 0.702 10.140 9.409 0.09
H -0.233 13.434 8.663 0.13
H -0.408 12.047 9.670 0.11
C 0.635 8.371 10.645 -0.58
O 1.579 7.367 10.445 -0.11
N 0.931 9.601 10.861 0.12
N -0.644 8.209 10.674 0.21
H 1.886 9.875 11.183 0.18
H 0.256 10.355 11.019 0.13
H -0.918 7.208 10.554 0.09
H -1.314 8.911 11.036 0.16
C 3.978 5.048 11.895 -0.64
O 5.201 4.487 12.196 -0.13
N 2.826 4.587 12.326 0.13
N 3.821 5.916 10.961 0.12
H 2.880 3.932 13.084 0.12
H 1.925 5.055 12.142 0.14
H 4.607 6.218 10.358 0.04
H 2.977 6.480 10.795 0.06
C 1.110 4.123 5.714 -0.62
O 1.403 4.977 6.728 -0.10
N 0.954 4.487 4.497 0.17
N 1.161 2.858 5.826 0.17
H 0.734 5.406 4.295 0.03
H 0.832 3.889 3.683 0.15
H 1.303 2.394 6.783 0.07
H 0.942 2.207 5.032 0.15
C 2.489 2.831 9.234 -0.58
O 1.921 2.028 8.233 -0.16
N 2.831 2.374 10.408 0.15
N 2.761 4.103 9.060 0.18
H 2.815 1.296 10.419 0.16
H 3.009 2.968 11.256 0.08
H 2.364 4.552 8.235 0.06
H 3.077 4.721 9.872 0.08
C 0.314 10.066 4.190 -0.16
O 0.803 10.167 2.881 -0.10
H 1.140 9.681 4.774 0.07
H -0.605 9.496 4.210 0.06
H 0.035 11.047 4.604 0.09
H 0.162 10.741 2.473 0.08
C -0.572 6.763 3.062 -0.17
O 0.645 7.052 3.650 -0.11
H -0.742 7.287 2.119 0.09
H -1.391 6.883 3.802 0.07
H -0.756 5.690 2.689 0.10
H 0.819 7.949 3.431 0.04
C 3.940 5.935 5.245 -0.16
O 3.268 5.762 4.005 -0.10
H 4.053 5.007 5.817 0.08
H 3.439 6.613 5.915 0.04
H 4.898 6.365 5.102 0.06
H 2.440 5.416 4.269 -0.03
C 1.503 7.800 7.306 -0.18
O 2.403 8.841 7.108 -0.16
H 1.203 7.255 6.405 0.07
H 0.607 8.117 7.785 0.04
H 1.922 7.078 8.057 0.08
H 3.330 8.511 7.303 0.05
```

Results
* gap between HOMO and LUMO: 8.43 eV
* spin multiplicity: 1
* max |F|: 8.31 eV Å⁻¹

=====

Computed, not measured: a cluster of 10 separate species, C18H69N9O10S in total, with wB97M-V/def2-TZVPD.

The geometry in XYZ format:
```
107
Properties=species:S:1:pos:R:3:lowdin_spin:R:1
N -1.458 4.273 1.241 0.00
H -2.453 4.402 1.121 0.00
H -1.262 3.471 0.660 0.00
H -1.339 3.801 2.127 0.00
H -0.816 5.048 1.161 0.00
N 2.673 2.811 0.607 0.00
H 2.285 3.485 -0.037 0.00
H 2.927 3.144 1.527 0.00
H 3.377 2.232 0.173 0.00
H 1.899 2.171 0.713 0.00
N -2.979 1.353 3.019 0.00
H -3.542 1.959 2.439 0.00
H -3.482 0.544 3.353 0.00
H -2.519 1.901 3.732 0.00
H -2.254 1.224 2.327 0.00
N -3.508 2.128 -1.157 0.00
H -2.504 2.193 -1.067 0.00
H -3.931 2.525 -0.330 0.00
H -3.757 1.151 -1.098 0.00
H -3.847 2.372 -2.076 0.00
N 0.841 -0.877 2.850 0.00
H -0.099 -1.235 2.762 0.00
H 0.902 -0.428 3.753 0.00
H 1.054 -0.314 2.039 0.00
H 1.472 -1.663 2.788 0.00
N -2.090 -1.775 -0.831 0.00
H -2.933 -1.237 -0.977 0.00
H -2.119 -2.490 -1.543 0.00
H -2.154 -2.163 0.099 0.00
H -1.334 -1.106 -0.862 0.00
S -0.447 0.926 0.183 0.00
O -1.504 0.596 1.087 0.00
O 0.738 1.347 0.927 0.00
O -0.156 -0.218 -0.672 0.00
O -0.882 2.121 -0.544 0.00
C 5.521 -3.645 0.250 0.00
O 4.588 -2.709 0.699 0.03
C 4.924 -1.434 0.278 0.00
C 4.075 -0.241 0.555 0.00
N 4.685 0.974 0.043 0.00
C 5.152 1.132 -1.379 0.00
C 4.177 0.688 -2.555 0.00
O 3.157 1.758 -2.571 0.00
C 1.839 1.284 -2.960 0.00
H 6.476 -3.706 0.773 0.00
H 5.747 -3.667 -0.816 0.00
H 5.014 -4.610 0.255 0.00
H 5.076 -1.446 -0.802 0.00
H 5.871 -1.279 0.794 0.00
H 4.032 0.004 1.616 0.00
H 3.058 -0.431 0.212 0.00
H 5.509 1.257 0.555 0.00
H 6.123 0.637 -1.370 0.00
H 5.554 2.137 -1.508 0.00
H 3.751 -0.250 -2.198 0.00
H 4.571 0.447 -3.542 0.00
H 1.052 2.037 -2.924 0.00
H 1.541 0.433 -2.347 0.00
H 1.726 0.773 -3.916 0.00
C -9.326 0.018 -1.403 0.00
O -8.108 0.274 -2.048 0.00
C -7.949 1.684 -2.564 0.00
C -6.818 1.755 -3.617 0.00
N -5.480 1.367 -3.056 0.00
C -4.443 1.446 -4.082 0.00
C -3.909 2.800 -4.381 0.00
O -2.992 3.328 -3.323 0.00
C -1.621 2.921 -3.624 0.00
H -9.412 -0.988 -0.991 0.00
H -10.163 0.292 -2.044 0.00
H -9.227 0.617 -0.497 0.00
H -7.626 2.449 -1.858 0.00
H -8.894 2.007 -3.002 0.00
H -6.753 2.776 -3.993 0.00
H -6.999 1.134 -4.495 0.00
H -5.538 0.425 -2.695 0.00
H -4.541 0.791 -4.948 0.00
H -3.577 0.905 -3.700 0.00
H -4.769 3.468 -4.345 0.00
H -3.647 2.796 -5.439 0.00
H -1.368 1.874 -3.456 0.00
H -1.039 3.430 -2.856 0.00
H -1.167 3.264 -4.554 0.00
C 5.729 -2.137 3.610 0.09
O 5.270 -2.838 4.761 0.59
C 4.097 -2.196 5.443 0.03
C 2.749 -2.822 5.031 0.04
N 2.751 -3.002 3.573 0.09
C 1.691 -3.998 3.017 0.01
C 1.370 -4.242 1.560 0.00
O 0.888 -3.096 0.914 0.00
C 0.662 -3.357 -0.486 0.00
H 4.891 -2.143 2.913 0.04
H 6.654 -2.556 3.215 0.00
H 6.016 -1.115 3.860 0.03
H 4.173 -1.139 5.187 0.00
H 4.224 -2.312 6.519 0.01
H 2.008 -2.075 5.315 0.00
H 2.571 -3.791 5.497 0.01
H 3.661 -3.362 3.323 0.00
H 0.718 -3.808 3.470 0.00
H 2.089 -4.926 3.427 0.00
H 0.787 -5.162 1.610 0.00
H 2.345 -4.345 1.084 0.00
H 0.297 -2.502 -1.055 0.00
H 0.022 -4.232 -0.597 0.00
H 1.680 -3.488 -0.854 0.00
```

Results
* gap between HOMO and LUMO (alpha / beta): 4.78 / 1.81 eV
* <S²>: 0.756
* spin multiplicity: 2
* max |F|: 4.31 eV Å⁻¹
* net charge: +5

=====

Computed, not measured: a cluster of 15 separate species, C18H70BNO16P in total, with wB97M-V/def2-TZVPD.

The geometry in XYZ format:
```
107
Properties=species:S:1:pos:R:3:lowdin_charge:R:1
C 1.074 -1.006 0.892 -0.06
O 1.707 -0.350 -0.263 -0.09
B 2.086 1.053 0.056 -0.51
O 3.520 1.308 0.418 0.01
P 0.886 2.553 0.092 1.14
C -0.373 2.445 1.573 -0.30
C -1.835 1.811 1.101 -0.22
C -2.196 0.379 1.825 -0.26
N -2.918 -0.501 0.809 -0.02
H 0.054 -1.470 0.508 0.11
H 1.740 -1.796 1.442 0.12
H 0.849 -0.145 1.686 0.08
H 3.471 1.613 1.377 0.12
H 1.698 3.747 0.364 0.05
H 0.230 2.822 -1.177 0.02
H 0.034 1.747 2.423 0.10
H -0.523 3.570 1.943 0.12
H -1.885 1.765 -0.086 0.11
H -2.650 2.585 1.476 0.12
H -2.866 0.577 2.790 0.14
H -1.269 -0.232 2.196 0.10
H -2.196 -0.919 0.154 0.06
H -3.546 0.161 0.272 0.04
C -0.710 2.582 -4.634 -0.13
O 0.136 2.866 -3.534 -0.16
H -1.337 3.454 -4.834 0.07
H -0.102 2.363 -5.515 0.09
H -1.345 1.726 -4.395 0.07
H 0.680 2.075 -3.380 0.08
C -1.610 5.955 -3.589 -0.15
O -0.764 6.238 -2.490 -0.13
H -2.237 6.827 -3.789 0.09
H -1.002 5.736 -4.470 0.07
H -2.245 5.099 -3.350 0.07
H -0.220 5.447 -2.336 0.06
C 3.259 -3.077 4.216 -0.15
O 2.469 -1.902 4.219 -0.14
H 2.891 -3.754 4.991 0.08
H 3.184 -3.565 3.242 0.07
H 4.300 -2.817 4.426 0.08
H 2.819 -1.321 3.522 0.06
C -1.616 -4.219 -1.072 -0.13
O -0.840 -3.076 -0.759 -0.17
H -2.380 -4.351 -0.302 0.09
H -2.099 -4.078 -2.042 0.08
H -0.972 -5.101 -1.098 0.07
H -0.171 -2.985 -1.458 0.08
C -6.812 1.808 0.059 -0.14
O -5.452 1.453 -0.104 -0.15
H -7.428 1.150 -0.559 0.09
H -7.097 1.693 1.107 0.08
H -6.959 2.844 -0.258 0.08
H -4.930 2.053 0.455 0.06
C 6.124 2.295 -2.011 -0.16
O 5.381 1.146 -1.645 -0.13
H 6.811 2.031 -2.818 0.09
H 5.442 3.076 -2.356 0.07
H 6.695 2.650 -1.150 0.07
H 4.780 1.411 -0.927 0.02
C 5.885 3.205 2.564 -0.14
O 4.512 3.552 2.570 -0.14
H 6.124 2.686 3.495 0.09
H 6.091 2.546 1.718 0.07
H 6.490 4.112 2.489 0.09
H 4.330 4.011 1.733 0.08
C 2.766 -4.424 -1.011 -0.13
O 1.807 -3.874 -0.127 -0.15
H 2.769 -5.511 -0.901 0.09
H 2.505 -4.165 -2.040 0.08
H 3.757 -4.032 -0.766 0.08
H 1.828 -2.909 -0.247 0.03
C -3.697 5.763 -0.152 -0.17
O -2.922 6.906 0.161 -0.12
H -4.461 5.631 0.617 0.08
H -4.180 5.904 -1.122 0.08
H -3.053 4.881 -0.179 0.05
H -2.253 6.998 -0.539 0.06
C 2.309 -6.691 4.050 -0.17
O 3.154 -6.407 5.149 -0.14
H 1.682 -5.819 3.850 0.06
H 2.917 -6.909 3.168 0.08
H 1.673 -7.547 4.289 0.07
H 3.698 -7.198 5.303 0.09
C -1.010 -6.337 1.991 -0.15
O -0.232 -6.647 0.850 -0.14
H -1.860 -7.023 2.038 0.09
H -0.402 -6.454 2.891 0.06
H -1.377 -5.311 1.916 0.07
H 0.514 -6.023 0.835 0.06
C -4.084 0.549 -4.315 -0.16
O -3.795 1.862 -3.872 -0.15
H -4.073 0.532 -5.408 0.09
H -3.327 -0.141 -3.934 0.07
H -5.074 0.252 -3.959 0.08
H -3.813 1.845 -2.900 0.07
C 0.406 -9.086 6.677 -0.17
O 1.767 -9.442 6.515 -0.14
H -0.209 -9.745 6.060 0.08
H 0.121 -9.202 7.726 0.08
H 0.259 -8.051 6.361 0.07
H 2.288 -8.841 7.074 0.08
C -1.734 6.579 -7.471 -0.17
O -2.693 7.129 -6.586 -0.14
H -1.731 5.492 -7.361 0.07
H -1.995 6.839 -8.500 0.08
H -0.743 6.971 -7.225 0.08
H -2.672 8.094 -6.706 0.09
```

Results
* gap between HOMO and LUMO: 6.77 eV
* spin multiplicity: 1
* max |F|: 5.85 eV Å⁻¹
* net charge: +1